No. 1
A cluster of 10 separate species, C20H60O12 in total in a non-equilibrium geometry, computed with ωB97M-V/def2-TZVPD.

Cartesian coordinates (Å):
O1 -0.733699 3.836499 -2.403842
O2 -2.660471 3.281800 0.905980
O3 -0.853828 1.807222 -0.566988
O4 1.053057 -3.999311 0.153634
O5 0.787544 -2.455784 3.155640
O6 -1.211063 -2.420413 -1.316974
O7 -0.908603 -0.063785 1.895770
O8 -0.507556 1.775573 4.372745
O9 0.484298 1.755492 -3.961791
O10 -1.192926 -3.555497 4.948712
O11 3.143915 -1.966811 1.737360
O12 0.118312 -1.003173 -2.638035
C1 2.856036 -5.396101 -0.876171
C2 1.943266 -5.116917 0.302512
C3 2.747920 2.135000 -3.195235
C4 -3.992680 3.013352 0.430680
C5 -1.782665 1.622608 4.982457
C6 1.256581 -1.802906 -2.825000
C7 0.797473 -3.154890 -3.342656
C8 1.778864 2.166713 -4.362209
C9 0.085173 4.958647 -2.065317
C10 -2.910492 -0.776187 -0.784777
C11 -2.849221 2.375162 4.236798
C12 0.172366 1.071986 0.067311
C13 -0.190681 -0.255250 0.666181
C14 3.777671 -1.087023 0.782168
C15 -4.311576 3.861566 -0.778097
C16 3.518097 0.370289 1.183093
C17 -0.454660 -4.335692 4.024842
C18 -0.291422 6.140866 -2.940811
C19 -2.598760 -2.110029 -1.423045
C20 0.883443 -3.748406 3.738977
H1 1.137919 4.695692 -2.239793
H2 -1.228400 -2.671824 4.568931
H3 -0.992708 -0.908115 2.352288
H4 2.504882 0.493774 1.564716
H5 -3.583116 3.580871 -1.542009
H6 -2.751073 3.460895 4.355539
H7 1.739616 3.167481 -4.806240
H8 4.863746 -1.201333 0.794642
H9 3.813601 2.175377 -3.434665
H10 2.592182 -4.988817 1.170380
H11 -1.699025 1.920413 6.026100
H12 -4.713955 3.102845 1.248786
H13 -1.523360 2.160366 0.044148
H14 -2.907648 -2.075098 -2.475073
H15 -3.981244 1.951526 0.179017
H16 -2.950469 -0.731934 0.307336
H17 0.059264 2.399546 -3.368902
H18 2.343530 -5.481714 -1.832316
H19 -0.029697 5.192469 -1.004720
H20 1.798774 -1.960509 -1.881000
H21 -1.006006 -4.373578 3.073362
H22 -2.052324 -0.113192 -0.969723
H23 -2.825307 2.160248 3.170266
H24 -2.039010 0.554386 4.984070
H25 4.221752 0.663766 1.957721
H26 -0.325746 -5.371126 4.333663
H27 -3.746839 -0.234696 -1.231857
H28 0.812653 0.793641 -0.779355
H29 -0.733162 5.870011 -3.898754
H30 0.515775 6.852843 -3.110890
H31 1.611252 -3.676607 -3.846936
H32 -5.283636 3.598421 -1.193611
H33 3.655533 -1.877218 2.550040
H34 -4.207104 4.916064 -0.534214
H35 0.243763 -0.056022 -2.518382
H36 -0.515205 1.223336 3.580752
H37 1.235884 -5.946290 0.386658
H38 0.000607 -3.007841 -4.073987
H39 -0.783933 3.249029 -1.626696
H40 1.452105 -4.401933 3.063800
H41 2.514412 2.881611 -2.432087
H42 3.336400 -6.366433 -0.707361
H43 2.093714 1.453292 -5.123366
H44 3.669744 -4.668306 -0.917922
H45 1.479101 -3.708249 4.662735
H46 -2.672592 4.131083 1.356152
H47 0.722237 -0.794037 0.943746
H48 -0.736358 -1.905470 -1.983311
H49 1.384595 -3.309544 0.738295
H50 -3.858619 2.177586 4.616826
H51 0.411587 -3.760590 -2.523077
H52 3.364668 -1.365959 -0.182524
H53 -1.077822 6.718655 -2.438039
H54 2.665033 1.165623 -2.681015
H55 1.641269 -2.169842 2.808043
H56 3.564108 0.965870 0.268514
H57 0.761989 1.729911 0.712010
H58 1.966125 -1.378442 -3.548284
H59 -0.765875 -0.875054 -0.025243
H60 -3.141306 -2.951459 -0.991095

Cartesian forces, eV/Å:
0.012 0.194 0.189
-0.407 0.008 0.021
-0.584 0.089 -0.072
0.909 0.063 0.031
-0.829 0.094 0.233
-1.834 -1.409 1.077
-0.362 0.492 0.138
0.043 0.107 0.199
-0.137 -0.481 0.150
0.106 -0.376 0.252
0.679 -0.132 -0.007
0.365 1.048 -1.048
0.377 -0.131 0.090
-0.810 -0.053 -0.577
0.238 -0.717 0.759
0.090 -0.438 0.233
0.155 -0.709 -0.279
1.151 -0.415 -0.328
-0.100 -0.134 -0.033
-0.034 0.139 0.314
0.315 -0.340 -0.605
0.560 1.251 0.017
-0.744 0.864 0.142
0.657 -0.051 -0.898
-0.105 -0.238 1.144
-0.370 0.645 0.838
0.385 -0.742 -0.117
-0.513 -0.566 -0.722
-0.555 0.425 -1.171
-0.823 0.755 0.483
0.349 -0.444 -0.202
1.634 -0.088 -0.023
-0.050 0.021 0.104
-0.005 0.059 0.110
0.202 -0.135 -0.193
0.013 -0.114 0.077
0.065 0.359 -0.075
0.334 -0.080 -0.074
0.056 -0.052 -0.081
-0.062 -0.552 -0.247
-0.140 0.441 -0.365
-0.309 -0.212 0.285
0.046 0.191 -0.018
0.047 0.266 -0.009
0.269 -0.057 0.384
0.100 0.031 -0.061
-0.016 0.021 -0.146
-0.430 -0.468 -0.030
0.175 0.390 -0.244
-0.125 0.287 0.020
0.021 0.093 -0.011
-0.098 0.163 -0.006
0.030 -0.089 0.020
-0.522 -0.146 -0.448
0.041 -0.163 -0.012
-0.066 0.028 0.120
0.072 0.341 -0.150
-0.174 0.124 0.568
-0.327 -0.361 0.152
0.336 0.170 0.206
0.316 -0.391 -0.036
0.211 -0.226 0.023
0.083 0.002 0.121
-0.187 0.323 0.177
-0.009 -0.146 0.048
-0.247 0.124 -0.182
0.428 0.114 -0.420
0.053 0.016 -0.213
0.443 -0.302 0.474
0.017 0.000 -0.013
0.045 -0.122 -0.110
-0.278 -0.145 -0.023
0.045 0.145 -0.172
-0.030 0.036 0.064
-0.005 0.077 -0.090
-0.144 0.130 -0.267
-0.187 0.149 0.074
0.194 0.012 0.029
0.200 0.070 -0.430
-0.409 0.323 0.233
-0.182 0.196 -0.090
0.141 -0.334 -0.014
0.019 -0.030 -0.123
0.018 0.106 -0.073
0.039 -0.073 -0.076
-0.232 0.042 -0.130
-0.095 -0.081 -0.090
0.417 0.381 0.293
-0.119 -0.178 0.312
-0.265 0.302 0.107
0.531 0.113 0.289
-0.113 0.103 0.202

**Energy relative to the best compared isomer or geometry (same formula, charge and spin)**: 0.000 eV
**Frontier orbital gap**: 9.3 eV
**SMILES**: OCCO.OCCO.CCO.CCO.CCO.CCO.CCO.CCO.CCO.CCO

=====

No. 2
A cluster of 10 separate species, C20H60O20 in total in a non-equilibrium geometry, computed with ωB97M-V/def2-TZVPD.

Cartesian coordinates (Å):
O1 1.622255 -1.653955 -5.977065
O2 0.895167 5.155161 1.057780
O3 -0.473945 -3.413988 -0.239500
O4 -0.936610 1.984474 0.004804
O5 -1.213381 -4.953891 -2.710256
O6 0.047687 0.175450 2.659994
O7 -2.013771 0.668628 -3.439726
O8 -1.994722 -1.109944 2.229419
O9 -2.153755 -2.357872 -3.293297
O10 -3.438426 2.191342 -1.668950
O11 4.767930 3.370498 4.550991
O12 -1.770167 2.427818 2.595990
O13 1.462912 -2.470956 2.582532
O14 0.128811 -4.085154 -4.946976
O15 2.078329 2.816897 -0.266019
O16 2.401561 0.358689 1.224013
O17 2.417248 4.199292 3.256143
O18 -0.092343 -0.663384 -0.247466
O19 -1.191154 -3.747151 2.376222
O20 -4.470189 0.175404 -0.072616
C1 -1.221610 -0.253026 -2.684452
C2 2.301475 -0.501873 0.113235
C3 1.858640 5.238696 0.047316
C4 -0.291239 -5.309969 -1.698031
C5 0.804692 -3.091016 3.691876
C6 -0.116655 -4.204811 3.154618
C7 0.141520 1.287950 3.585157
C8 -1.238446 3.036201 -0.891072
C9 3.240666 3.151196 2.761354
C10 0.412199 -4.090362 -1.132521
C11 0.388804 -1.692655 -5.263375
C12 1.133408 -0.176007 -0.785733
C13 -0.396299 2.555975 2.966704
C14 -2.004768 -1.435967 -2.199332
C15 -2.719466 3.301258 -1.151426
C16 -3.312486 0.125723 0.745237
C17 -3.195500 -1.181917 1.479666
C18 3.967663 2.402072 3.865575
C19 1.802545 4.055449 -0.906929
C20 -0.423843 -2.935468 -5.557044
H1 -2.792431 4.110100 -1.881362
H2 1.753437 6.174168 -0.504834
H3 1.812026 0.076799 1.946487
H4 -4.286354 0.862500 -0.733101
H5 -0.535737 -3.100589 -6.632675
H6 -4.107880 -1.421136 2.038683
H7 -0.749925 2.836429 -1.845200
H8 0.200932 2.726031 2.069713
H9 -0.741597 -5.813122 -0.840823
H10 -0.189179 -0.785722 -5.464187
H11 -1.507614 -1.949013 -1.370201
H12 0.463047 -4.944806 2.599144
H13 0.442434 -6.001279 -2.129220
H14 -1.820747 -2.049376 2.440411
H15 5.449221 2.886934 5.027288
H16 2.935747 4.726555 3.875809
H17 -3.185469 -1.999975 0.747789
H18 1.290497 2.517331 0.205810
H19 0.628229 -3.342816 -1.899864
H20 -3.352125 0.993391 1.416670
H21 2.616160 2.478508 2.173898
H22 3.309487 1.880318 4.564761
H23 -0.346268 -0.102636 0.499856
H24 2.861544 5.293898 0.486081
H25 -2.278152 3.088605 3.072281
H26 -2.266659 0.210751 -4.250374
H27 -2.993190 -1.149054 -1.827313
H28 -0.327350 -2.451980 -0.274741
H29 4.602908 1.671556 3.355771
H30 3.989979 3.490028 2.041509
H31 -0.695460 -4.596400 -3.458533
H32 0.926560 -4.392768 -5.383783
H33 1.334116 -1.520751 2.672485
H34 1.209123 4.698144 1.855483
H35 1.214466 1.393674 3.742523
H36 -1.405854 2.113714 0.855959
H37 -1.424802 -2.744654 -5.163218
H38 1.519685 -3.606405 4.337396
H39 -0.867421 -3.643184 1.449832
H40 -0.360790 0.964907 4.498913
H41 1.426593 -1.630165 -6.919424
H42 0.814567 3.957277 -1.370518
H43 -0.501957 -4.676301 4.065014
H44 3.209661 -0.380417 -0.488914
H45 -2.935902 1.797108 -2.411389
H46 1.274939 -0.683323 -1.743343
H47 -0.273811 3.389511 3.657686
H48 -0.848699 3.978111 -0.488112
H49 2.342515 -1.552218 0.417249
H50 -0.340217 -0.594428 -3.236846
H51 -2.233284 -3.250570 -2.947782
H52 0.205810 -2.343198 4.211994
H53 0.650813 -1.698152 -4.205428
H54 -0.766458 0.253417 -1.829777
H55 -0.903186 -0.031181 2.554399
H56 -3.203741 3.532943 -0.202779
H57 1.107864 0.901111 -0.968802
H58 2.519036 4.163442 -1.723488
H59 1.348204 -4.360049 -0.633372
H60 -2.422080 0.299634 0.131701

Cartesian forces, eV/Å:
0.069 -0.123 0.060
-1.043 0.030 0.191
-0.120 -0.475 0.461
0.009 0.011 0.079
-0.407 -0.126 0.400
0.375 1.239 0.621
0.394 -0.242 -0.397
-1.252 -1.113 0.060
-0.237 0.699 0.009
0.253 -0.132 -0.189
-0.028 -0.281 0.065
0.148 -0.102 0.074
0.145 -0.102 0.417
-0.230 -0.326 0.389
0.366 0.250 0.070
0.133 0.164 0.713
-0.003 -0.060 0.056
0.483 -0.113 0.631
-0.090 0.269 -0.355
-0.033 -0.540 0.072
0.483 0.208 0.640
0.739 -0.191 -0.522
0.953 -0.327 -0.032
0.803 0.407 -0.314
-0.417 -0.618 -1.492
0.385 0.452 0.988
0.102 -1.127 -0.685
-0.704 0.680 0.148
0.073 -0.646 0.067
-0.202 0.707 0.109
0.372 -0.223 -0.372
0.296 -0.549 0.362
0.317 -0.069 0.463
-0.330 -0.833 -0.031
0.065 -0.944 0.004
-0.359 0.903 -0.510
-0.829 0.207 -0.990
0.205 0.328 -0.632
-0.446 -0.292 -0.215
-0.189 0.632 -0.451
0.019 0.408 0.322
-0.388 0.030 -0.038
-0.003 0.134 -0.815
-0.059 0.072 0.010
0.167 0.082 -0.142
0.256 0.428 0.603
0.115 -0.269 0.054
-0.130 0.254 -0.012
-0.558 -0.044 -0.337
-0.132 -0.007 -0.037
-0.227 0.394 -0.601
0.147 0.018 0.017
0.137 0.020 0.160
0.733 0.042 0.334
0.004 0.202 0.099
0.034 0.000 -0.077
0.518 0.075 -0.112
-0.053 0.059 -0.070
0.326 -0.388 -0.458
0.084 -0.354 0.437
-0.056 -0.035 0.202
-0.154 0.094 -0.017
0.130 -0.083 -0.054
0.073 -0.148 0.026
-0.110 -0.030 -0.086
-0.200 0.152 0.070
-0.013 0.273 -0.073
0.379 0.039 0.303
-0.038 -0.134 0.124
0.037 0.410 0.129
-0.049 -0.300 0.106
0.040 0.271 -0.151
-0.245 -0.131 -0.030
0.502 0.307 -0.325
-0.054 0.307 0.382
-0.023 0.229 -0.499
0.275 -0.491 0.084
0.150 0.372 0.234
-0.118 -0.150 0.170
0.007 0.421 0.188
0.003 0.037 0.023
0.448 0.538 0.006
-0.258 -0.242 -0.232
0.024 0.344 0.144
-0.192 -0.050 0.152
0.025 -0.038 0.023
0.172 0.059 -0.050
-0.005 -0.008 -0.093
-0.468 -0.025 0.047
-0.529 0.146 -0.191
0.030 -0.354 0.282
0.039 -0.103 0.308
0.114 -0.102 -0.184
-1.020 0.377 -0.469
-0.019 -0.581 -0.063
-0.103 0.381 -0.073
-0.105 -0.196 -0.004
0.182 0.103 0.153
-0.038 -0.055 0.101
-0.070 -0.385 0.040

**Energy relative to the best compared isomer or geometry (same formula, charge and spin)**: 0.000 eV
**Frontier orbital gap**: 9.7 eV
**SMILES**: OCCO.OCCO.OCCO.OCCO.OCCO.OCCO.OCCO.OCCO.OCCO.OCCO